81
Properties=species:S:1:pos:R:3:forces:R:3 method="wB97M-V/def2-TZVPD" homo_energy_ev=-8.6 largest_force_ha_per_bohr=0.07513 smiles="CC(=O)N(C)[C@@H]1C[C@H]([PH2]=S)OC1=O.ClCCCl.ClCCCl.ClCCCl.ClCCCl.ClCCCl.ClCCCl.ClCCCl" homo_lumo_gap_ev=8.80 multiplicity=1 charge=0
Cl 0.196 7.535 -4.500 -0.02 0.02 -0.04
Cl -3.695 0.815 -2.278 0.00 0.00 -0.05
Cl -2.958 11.884 -6.243 -0.01 0.03 0.01
Cl 0.601 4.295 -5.456 -0.09 0.45 -0.20
Cl 0.674 -8.718 -2.050 0.01 0.01 -0.02
Cl -1.565 -3.958 9.476 -0.01 0.05 0.02
Cl 0.260 -5.508 -0.991 -0.18 -0.60 -0.31
Cl -4.841 -4.104 8.562 0.00 0.05 0.01
Cl -2.337 -2.078 -1.102 -0.28 0.00 -0.12
Cl -1.138 -2.052 5.700 -0.06 -0.10 0.11
Cl 1.814 0.183 -3.532 -0.31 0.04 -0.01
Cl 2.687 1.156 -6.673 0.03 -0.03 0.01
Cl -4.145 10.431 -3.399 -0.03 0.01 -0.01
Cl -2.822 0.691 4.630 0.01 -0.03 -0.05
S 5.023 0.041 -3.913 0.50 -0.12 0.26
P 5.870 -0.467 -2.224 -0.58 0.26 -1.60
O 4.887 -0.189 0.427 0.49 -0.21 -0.18
O 0.179 -0.258 1.148 -1.93 2.23 -1.96
O 3.800 -0.533 2.312 -0.18 0.21 3.85
N 1.763 -1.909 0.868 -0.12 0.51 -0.75
C -2.965 -0.717 -0.134 0.06 0.11 0.13
C 3.600 -1.605 -0.898 -0.26 0.99 0.04
C -4.149 -0.052 -0.788 -0.09 -0.03 0.11
C 1.325 5.089 -4.034 0.10 -0.07 0.08
C -2.056 10.838 -5.117 0.13 -0.05 0.00
C 0.914 -2.674 -0.071 -0.46 -0.50 0.69
C -1.901 -0.806 6.722 -0.04 0.01 0.21
C -3.160 -0.262 6.099 -0.08 0.01 0.09
C -3.438 -4.664 7.615 0.01 -0.04 -0.12
C 2.678 -1.023 0.173 1.62 0.03 1.17
C 0.811 1.109 -4.687 -0.20 0.03 0.23
C 0.875 -1.051 1.650 1.51 -1.78 2.18
C 0.409 6.123 -3.432 -0.02 -0.05 0.17
C 0.875 -1.162 3.149 0.17 -0.10 -0.49
C 1.060 0.693 -6.112 -0.05 -0.01 -0.06
C 0.381 -6.965 0.028 -0.02 -0.02 0.12
C -2.343 -5.221 8.488 0.04 -0.10 -0.07
C 1.318 -7.993 -0.555 0.06 -0.06 0.06
C 3.792 -0.558 1.161 -0.21 -0.40 -3.54
C 4.549 -0.417 -0.949 0.21 0.62 0.26
C -2.924 9.764 -4.515 0.04 -0.12 0.02
H -3.080 -3.828 7.018 0.02 0.01 0.05
H 1.459 -8.805 0.156 -0.05 0.01 0.01
H 6.929 0.407 -1.905 -0.04 -0.41 0.59
H -2.134 -1.276 7.678 -0.04 -0.03 -0.03
H 2.289 -7.561 -0.784 -0.04 0.04 -0.05
H 1.527 4.307 -3.302 -0.05 0.02 0.02
H -2.717 -5.988 9.162 -0.04 0.07 0.04
H 2.273 5.524 -4.342 -0.04 0.02 -0.06
H 0.956 -0.383 -6.237 0.06 0.00 0.03
H -0.620 -7.368 0.159 0.00 0.00 -0.09
H -4.922 -0.773 -1.042 0.05 -0.01 -0.08
H -0.107 -0.858 3.477 -0.25 -0.17 0.20
H -1.250 10.378 -5.688 -0.04 -0.04 -0.01
H 0.344 1.188 -6.767 0.01 0.05 0.05
H -0.230 0.922 -4.424 0.01 -0.04 -0.04
H 4.003 0.487 -1.232 -0.02 -0.04 -0.62
H 1.399 -2.939 -1.002 0.39 0.13 0.02
H 1.017 2.168 -4.543 0.08 -0.43 0.02
H -4.574 0.685 -0.109 0.06 0.01 0.01
H 0.752 -6.641 1.000 0.06 0.00 -0.03
H -3.446 9.197 -5.283 -0.04 0.07 -0.01
H 1.565 -0.408 3.507 0.34 0.00 0.15
H 0.834 6.491 -2.500 0.05 0.00 -0.04
H 1.182 -2.137 3.504 0.02 -0.11 0.14
H -1.567 -5.659 7.863 0.00 0.06 -0.03
H -0.575 5.710 -3.221 -0.01 0.01 -0.09
H -3.848 -1.060 5.830 0.04 -0.01 -0.05
H 2.295 -0.057 -0.176 -0.76 -0.22 -0.38
H -0.029 -2.186 -0.309 0.28 0.25 -0.09
H -2.309 9.077 -3.938 0.04 0.05 0.00
H -3.260 -1.125 0.832 -0.05 -0.01 -0.03
H -3.799 -5.439 6.941 0.00 -0.03 0.05
H -1.616 11.471 -4.350 -0.08 0.03 0.00
H 0.659 -3.614 0.418 0.08 0.28 0.02
H -1.168 -0.022 6.895 0.01 -0.01 -0.09
H -3.660 0.401 6.803 0.05 0.02 0.01
H -2.148 -0.017 0.025 0.03 -0.05 -0.06
H 6.386 -1.772 -2.353 0.22 0.15 0.73
H 4.177 -2.419 -0.471 -0.24 -0.60 -0.30
H 3.112 -1.781 -1.846 0.10 -0.36 -0.20